Entry 1:
{"formula": "C32H40HfN5O4", "method": "ωB97M-V/def2-TZVPD", "species": ["Hf", "O", "C", "O", "C", "O", "O", "C", "C", "C", "C", "C", "C", "C", "C", "C", "C", "C", "C", "N", "C", "C", "C", "C", "C", "N", "C", "C", "C", "C", "H", "H", "H", "H", "H", "H", "H", "H", "H", "H", "H", "H", "H", "H", "H", "H", "H", "H", "H", "H", "H", "H", "H", "H", "H", "H", "H", "H", "H", "N", "C", "C", "C", "C", "C", "C", "C", "C", "N", "C", "H", "H", "H", "H", "H", "H", "H", "H", "N", "H", "H", "H"], "positions_angstrom": [[0.3678, -0.2733, -0.0695], [-0.5930, -3.2909, 2.5707], [-0.2779, -2.6159, 1.6547], [0.2914, -1.3960, 1.6894], [-0.5975, -3.0073, 0.2133], [-0.6753, -4.1113, -0.2222], [-0.6947, -1.8715, -0.5307], [-2.9793, -0.2321, -2.6896], [-3.5721, -1.4495, -2.0314], [-2.9756, -2.7636, -2.5859], [-3.6174, -1.4519, -0.5042], [-4.6069, -2.3387, -0.0202], [-4.8295, -2.5014, 1.3559], [-4.1245, -1.7344, 2.2815], [-3.1401, -0.8485, 1.8736], [-2.4636, 0.0407, 2.9077], [-3.2942, 1.2718, 3.1990], [-2.1438, -0.6197, 4.2488], [-2.9213, -0.6839, 0.4798], [-1.8166, 0.2042, 0.1099], [-2.0618, 1.4637, 0.0615], [-1.0346, 2.4124, 0.1234], [-1.1755, 3.7933, 0.0077], [0.1040, 4.2809, 0.1375], [0.9513, 3.1967, 0.3563], [0.2629, 2.0178, 0.2878], [2.4447, 3.2772, 0.5496], [2.8422, 4.7193, 0.5154], [2.8097, 2.7124, 1.9658], [3.1187, 2.4144, -0.5896], [-3.5398, -0.1083, -3.6645], [-1.9103, -0.3373, -2.9190], [-3.1127, 0.6731, -2.1327], [-4.6536, -1.4010, -2.4030], [-1.9690, -2.7981, -2.2521], [-3.0816, -2.6902, -3.6577], [-3.5481, -3.6431, -2.2017], [-5.1899, -2.8628, -0.7701], [-5.5092, -3.2139, 1.6734], [-4.2893, -1.8555, 3.3446], [-1.5248, 0.2819, 2.4600], [-4.2231, 1.0589, 3.6529], [-3.5258, 1.7448, 2.2296], [-2.8132, 2.0499, 3.8543], [-3.0513, -1.1061, 4.6870], [-1.7141, 0.1536, 4.8848], [-1.2982, -1.3365, 4.0847], [-3.0840, 1.8532, 0.0421], [-2.0906, 4.3247, -0.0461], [0.3463, 5.3396, 0.1647], [2.3597, 5.2864, 1.2942], [2.7042, 5.2156, -0.4244], [3.9432, 4.8018, 0.6923], [2.9537, 3.4981, 2.6711], [3.6823, 2.1341, 1.8583], [2.0223, 2.1530, 2.4695], [2.9708, 3.0045, -1.5293], [2.5054, 1.5147, -0.6894], [4.2012, 2.1897, -0.5434], [2.5070, -0.4321, 0.9308], [3.5211, -0.8351, 0.0177], [4.8238, -0.6131, 0.1615], [5.7735, -0.9963, -0.8041], [5.3991, -1.7032, -1.8741], [4.0443, -2.0270, -2.0741], [3.5460, -2.8068, -3.1562], [2.2127, -2.9987, -3.3017], [1.3442, -2.3387, -2.4219], [1.7809, -1.6121, -1.4111], [3.0951, -1.5405, -1.1727], [2.2826, -1.1552, 1.6083], [2.8310, 0.3955, 1.4792], [5.1749, -0.1075, 1.0658], [6.8094, -0.7692, -0.7052], [6.1594, -1.9787, -2.5784], [4.3069, -3.1996, -3.8830], [1.7397, -3.4455, -4.1411], [0.2602, -2.3772, -2.5164], [0.2878, 0.7930, -2.1420], [-0.3198, 1.6035, -2.1152], [0.0771, 0.3195, -2.9774], [1.1852, 1.2858, -2.1645]], "atomic_forces_ev_per_a": [[-0.616, -0.440, 1.137], [0.188, -0.460, 0.928], [-0.460, 0.913, -0.243], [-0.090, -0.375, -0.033], [0.223, 0.872, -1.141], [-0.148, -0.138, 0.051], [-0.038, -1.761, -0.273], [-0.102, 0.008, -1.872], [-1.214, 0.013, 0.042], [-1.725, 0.436, 0.597], [-0.903, -0.100, 1.129], [0.716, 0.711, 0.932], [1.378, 1.339, -1.264], [0.060, -0.492, -0.433], [-0.619, 0.398, -0.496], [-0.263, -0.570, 0.626], [0.916, 1.799, -1.153], [0.719, -1.071, -0.584], [0.293, -0.759, -0.793], [-0.476, -0.105, 0.459], [-0.870, 0.701, 0.368], [-1.213, 0.224, -0.656], [0.242, -1.103, 0.315], [0.432, 0.967, 0.384], [0.523, -0.119, -0.689], [0.617, 0.185, 0.613], [-0.218, -1.293, 0.416], [2.290, 0.370, 0.147], [-1.351, 0.348, -0.622], [-0.687, 1.502, -0.539], [0.943, 0.067, 0.833], [-0.176, -0.070, 0.047], [-0.206, 0.468, 0.288], [1.152, -0.322, 0.940], [0.953, -0.430, 0.011], [0.261, -0.362, -0.445], [0.620, 0.648, -0.380], [-0.030, -0.186, 0.296], [-1.376, -1.187, 0.651], [-0.179, -0.110, -0.130], [0.755, 0.704, -0.071], [-1.112, -0.605, 0.520], [-0.108, 0.216, 0.432], [-0.067, -0.894, -0.661], [1.054, 0.456, -0.039], [-0.396, -0.036, 0.332], [-1.033, 0.102, 0.365], [0.056, -0.209, -0.018], [-0.593, 0.372, -0.225], [0.174, -0.395, -0.048], [-0.229, 0.168, 0.261], [-0.434, 0.121, -0.650], [-0.692, -0.083, 0.062], [0.577, 0.775, 0.356], [1.349, -0.688, 0.316], [-0.203, -0.454, -0.458], [0.119, -0.521, 0.502], [0.556, -0.172, -0.024], [-0.632, 0.090, 0.454], [0.535, 1.504, 0.503], [-0.848, -1.203, -1.616], [1.593, 0.923, 1.354], [-0.050, 0.164, 0.478], [0.045, -0.420, -0.752], [-0.559, -0.674, -0.486], [1.892, 0.018, -0.576], [-0.728, 0.827, 0.197], [-0.175, 0.101, 0.197], [-0.827, -0.121, 0.267], [0.943, 1.032, 0.949], [-0.056, -0.165, 0.106], [-0.383, -0.799, -0.519], [-0.064, -0.077, -0.247], [0.507, 0.293, 0.388], [0.036, -0.352, -0.406], [-1.006, 0.298, 0.707], [0.079, -0.770, -0.527], [0.249, -0.133, -0.162], [0.510, 1.352, 1.072], [-0.697, 0.017, 0.215], [0.150, -0.755, -1.404], [0.146, -0.517, -0.614]], "largest_force_ha_per_bohr": 0.0452, "charge": 1, "homo_lumo_gap_ha": 0.2667, "energy_ev": -50780.489, "homo_ha": -0.4019}

---

Entry 2:
{"formula": "C3H5Br3", "method": "ωB97M-V/def2-TZVPD", "species": ["C", "C", "C", "Br", "Br", "Br", "H", "H", "H", "H", "H"], "positions_angstrom": [[-0.9714, -0.6675, 0.9462], [-0.6370, -0.7240, -0.4964], [1.1924, 1.0036, -0.5284], [1.9136, 1.2721, -2.2709], [2.5192, 0.3224, 0.6655], [0.2338, 2.6069, 0.0183], [-1.6972, -1.5285, 1.2322], [-1.6014, 0.2293, 1.2716], [0.0498, -0.9104, 1.4415], [-0.0468, -1.5877, -0.9826], [-0.9551, -0.0162, -1.2970]], "atomic_forces_ev_per_a": [[-0.800, -1.333, 0.569], [2.492, 1.397, -2.117], [-1.450, -1.079, -0.020], [-0.067, -0.180, -0.131], [-0.242, 0.301, 0.142], [0.407, -0.564, 0.183], [1.337, 0.922, -0.537], [1.681, -0.839, -0.438], [-1.872, 0.814, -0.018], [-1.014, 1.274, 1.310], [-0.472, -0.712, 1.057]], "largest_force_ha_per_bohr": 0.0692, "homo_lumo_gap_ha": [0.2986, 0.2729], "relative_energy_ev": 0.000, "energy_ev": -213315.740, "homo_ha": [-0.3103, -0.3047]}